[1]
Density functional theory data (wB97M-V/def2-TZVPD) for a cluster of 11 separate species, C30H63F2N7O22S5 in total.

Geometry as XYZ:
```
129
Properties=species:S:1:pos:R:3:mulliken_charge:R:1
C 1.50857 3.33437 -0.11072 -0.463
C 0.83676 2.69121 1.10784 -0.398
N 0.66536 1.25314 0.98352 0.740
C -0.55009 0.60588 0.95377 -0.845
C -0.32319 -0.71814 0.86265 -0.687
N 1.04665 -0.87578 0.64603 2.170
C 1.59555 0.33621 0.71447 -0.899
C 1.70106 -2.14422 0.34736 -0.593
H 1.69037 4.35986 0.22586 0.421
H 0.76110 3.46735 -0.89186 -0.261
H 2.45099 2.87084 -0.38687 0.218
H -0.18457 3.04211 1.25202 0.084
H 1.50665 3.07029 1.88205 0.068
H -1.41213 1.19673 1.20151 0.068
H -1.01622 -1.54154 0.89437 0.709
H 2.65962 0.52563 0.73093 0.866
H 2.68226 -1.83252 -0.00729 -0.102
H 1.13038 -2.68789 -0.40041 0.022
H 1.79909 -2.67154 1.29274 -0.163
N 6.22931 -2.42760 1.63588 -0.572
S 5.58795 -3.43968 0.63603 1.184
O 4.97331 -2.91278 -0.55271 -0.485
O 4.94815 -4.57600 1.23733 -0.597
F 6.93929 -4.04049 0.01197 -0.323
S 4.87213 -1.68082 2.10948 1.025
O 3.75619 -2.45354 2.58228 -0.450
O 4.53192 -0.55093 1.26271 -0.499
F 5.41244 -1.00468 3.45209 -0.321
C -3.25483 -2.62912 -1.28693 0.615
O -3.22581 -1.68431 -0.50420 -0.582
N -3.76510 -3.84525 -0.94005 -0.322
N -2.87728 -2.53575 -2.60542 -0.485
H -3.86323 -4.55344 -1.64216 0.133
H -4.08245 -4.03870 -0.00315 0.294
H -2.65841 -3.36917 -3.11553 0.264
H -2.36350 -1.67486 -2.73242 0.165
C 0.50155 -2.89492 3.59938 0.509
O 0.21920 -3.48361 2.55785 -0.409
N 1.05721 -1.66622 3.67259 -0.186
N 0.29221 -3.46336 4.82504 -0.503
H 1.20073 -1.11915 2.84020 -0.143
H 1.41064 -1.24905 4.50995 0.180
H 0.01020 -4.42427 4.71047 0.251
H 0.37392 -2.96400 5.68391 0.144
C 1.78551 7.67665 3.19181 -0.401
C 0.93414 6.41264 3.15003 -0.180
O 0.47820 6.40788 1.76560 -0.190
S 0.29047 7.91181 1.20807 1.193
O -1.07719 8.29677 1.43051 -0.574
O 0.84009 8.06115 -0.11715 -0.585
O 1.17679 8.60983 2.31839 -0.304
H 2.80379 7.45894 2.86786 0.313
H 1.83713 8.00205 4.22967 0.337
H 0.06523 6.44592 3.80625 0.228
H 1.44982 5.45558 3.13326 0.198
C -1.09418 4.97879 -2.29256 0.094
C -1.91123 5.86806 -3.21402 -0.715
O -3.10607 5.07308 -3.37748 -0.431
S -3.54781 4.46923 -1.93382 1.134
O -3.98669 3.14566 -2.24194 -0.583
O -4.32810 5.36588 -1.12775 -0.571
O -2.00400 4.44509 -1.35518 0.085
H -0.33280 5.60610 -1.81719 0.316
H -0.46268 4.22252 -2.76537 -0.073
H -1.34780 6.17241 -4.08597 0.389
H -2.30957 6.63238 -2.54153 0.393
C 4.08645 2.00896 -4.44722 -0.238
C 5.49735 1.45998 -4.19831 -0.590
O 5.34822 0.43989 -3.23939 -0.346
S 4.28303 0.92425 -2.13166 1.174
O 5.02006 1.57261 -1.10151 -0.637
O 3.41693 -0.18370 -1.86654 -0.319
O 3.57580 2.02720 -3.09984 -0.322
H 3.43877 1.35326 -5.02696 0.249
H 4.15350 3.04311 -4.77211 0.302
H 6.06092 2.29635 -3.77248 0.328
H 6.03251 1.12552 -5.08291 0.359
C 2.10442 -6.69609 -1.52454 -0.735
C 1.40454 -6.79861 -0.17151 -0.813
C 0.43717 -5.59944 -0.21483 0.655
O 0.72870 -4.81576 -1.35891 -0.390
C 1.97881 -5.22875 -1.89669 -0.140
H 1.70262 -7.39499 -2.26175 0.279
H 3.19031 -6.82639 -1.49791 0.348
H 2.19488 -6.86117 0.57555 0.278
H 0.87251 -7.74933 -0.11323 0.321
H 0.63872 -5.16975 0.77273 -0.320
H -0.57695 -5.95760 -0.38265 0.171
H 2.72563 -4.71818 -1.26532 -0.035
H 2.16161 -4.88737 -2.91299 0.421
C -2.33780 -5.38362 1.73312 0.850
C -3.11921 -6.26747 2.69241 -0.850
C -4.48925 -5.55970 2.78041 -0.459
O -4.31602 -4.36077 1.96748 -0.535
C -2.93770 -4.05473 2.06201 0.036
H -2.64746 -5.60805 0.70922 -0.059
H -1.25167 -5.29907 1.74647 -0.002
H -2.60203 -6.27680 3.65355 0.297
H -3.18989 -7.27959 2.29442 0.375
H -4.81768 -5.23066 3.76821 0.282
H -5.33606 -6.04913 2.29889 0.277
H -2.51495 -3.68640 3.00688 0.216
H -2.62859 -3.29219 1.34363 -0.389
C -5.06617 2.76223 1.57451 -0.695
C -4.57914 3.77634 2.57268 -0.790
C -3.18548 4.19259 2.10149 -0.279
O -2.75032 3.01958 1.39864 -0.092
C -3.75915 2.08499 1.16606 -0.601
H -5.47746 3.25681 0.68211 0.165
H -5.90020 2.11146 1.83310 0.451
H -4.54560 3.17686 3.49190 0.266
H -5.29124 4.58555 2.73555 0.434
H -2.65756 4.45330 3.01631 0.147
H -3.33167 4.96893 1.34909 0.273
H -3.63724 1.27638 1.90372 0.385
H -3.80173 1.62783 0.17839 0.364
C -0.58086 -0.01366 -4.52101 -0.777
C -1.13032 1.27035 -3.92019 -0.653
C -0.36999 1.48347 -2.60166 0.188
O 0.06890 0.20982 -2.23845 0.285
C 0.36319 -0.55386 -3.39684 -0.407
H 0.06201 0.22591 -5.37164 0.288
H -1.32802 -0.69311 -4.92702 0.284
H -2.16676 1.19810 -3.57236 0.355
H -1.18304 2.14048 -4.57631 0.446
H -1.08133 1.81852 -1.84697 -0.119
H 0.42405 2.20286 -2.85358 -0.157
H 0.28612 -1.58664 -3.05744 0.381
H 1.40383 -0.32960 -3.65983 -0.093
```

Results
Calculated total energy (Eh): -5409.98435
LUMO level (eV): -0.026
HOMO-LUMO gap (eV): 8.874

=====

[2]
Density functional theory data (wB97M-V/def2-TZVPD) for a cluster of 2 separate species, C3H11N3S in total.

Geometry as XYZ:
```
18
Properties=species:S:1:pos:R:3:mulliken_charge:R:1
C 2.13614 0.80957 -0.97322 -1.115
C 2.42314 -0.57969 1.05927 -0.762
C 1.79023 -0.29600 -0.07447 0.403
N -1.72757 -1.23661 -0.79911 -0.436
N -1.74046 1.20134 -0.50053 -0.589
N -3.10819 -0.09273 1.23390 -0.427
S -1.62669 -0.01552 0.36327 0.277
H 1.26240 0.74423 -1.63976 0.318
H 2.30977 1.78867 -0.52533 0.291
H 3.09019 0.66012 -1.48465 0.332
H -2.40012 -1.03250 -1.55194 0.269
H 2.21166 -1.49069 1.59424 0.291
H 3.45615 -0.19099 1.27661 0.240
H 0.91824 -0.84869 -0.43977 -0.086
H -0.80143 -1.53655 -0.88878 0.337
H -1.51789 2.00908 -0.00865 0.207
H -3.12094 -0.66551 2.05415 0.209
H -3.55464 0.77248 1.30479 0.242
```

Results
Calculated total energy (Eh): -683.22782
ΔE to the lowest compared entry with this formula, charge and spin (eV): 3.745
LUMO level (eV): 0.837
HOMO-LUMO gap (eV): 9.262

=====

[3]
Density functional theory data (wB97M-V/def2-TZVPD) for an isolated molecule of C4H3NS.

Geometry as XYZ:
```
9
Properties=species:S:1:pos:R:3:mulliken_charge:R:1
C -0.08909 -0.35764 -0.88211 -0.252
C 0.31383 0.91049 -0.38407 0.007
C -0.37818 -1.37891 0.07087 -0.088
C 0.44093 1.13906 0.94456 0.085
N -0.68580 -1.18114 1.26475 -0.543
S 0.41483 1.75329 2.34641 -0.266
H -0.07273 -0.39607 -1.95281 0.362
H 0.83619 1.71748 -1.00366 0.299
H -0.77998 -2.20655 -0.40395 0.395
```

Results
Calculated total energy (Eh): -606.97269
ΔE to the lowest compared entry with this formula, charge and spin (eV): 3.682
LUMO level (alpha / beta) (eV): -1.417 / -1.625
HOMO-LUMO gap (alpha / beta) (eV): 6.345 / 5.817